Record 1
C33H57CrIN2O2Si | ωB97M-V/def2-TZVPD

```
97
Properties=species:S:1:pos:R:3
I -2.188 -0.399 -2.586
Cr -0.014 0.178 -1.272
Si 0.806 3.186 -2.124
O 1.405 3.894 1.767
O 3.233 3.957 -0.006
N -0.321 -0.991 0.291
N 1.241 -1.144 -2.018
C -1.096 -3.124 1.198
C -0.426 -2.317 0.127
C 1.096 2.168 -0.533
C 4.255 0.602 -4.377
C 3.593 -0.528 -2.339
C 4.808 2.166 0.174
C -0.173 2.420 -3.542
C -0.948 3.844 2.488
C 3.492 6.124 1.115
C 3.064 5.387 -0.124
C 0.331 4.646 2.355
C -0.596 -0.432 1.589
C 1.730 -1.143 2.278
C 0.148 0.012 3.844
C 3.935 -1.095 -0.993
C -1.883 0.047 1.909
C 4.549 0.165 -3.084
C -0.136 4.736 -1.628
C -1.111 0.522 4.158
C -3.017 -0.018 0.935
C 1.022 -2.456 -1.890
C 2.296 -0.673 -2.873
C 0.412 -0.494 2.574
C 3.022 0.304 -4.957
C 2.439 3.550 -2.990
C 2.038 -0.365 -4.226
C 2.059 2.962 2.659
C 3.062 3.640 3.556
C 0.088 -2.976 -0.991
C 0.776 -0.794 -4.905
C 1.815 -3.390 -2.752
C 4.594 3.587 -0.263
C -2.119 0.527 3.196
H -1.175 2.094 -3.229
H 0.348 1.559 -3.986
H 1.295 2.420 3.240
H 3.379 7.199 0.944
H 3.881 4.066 2.964
H 2.302 3.511 -4.080
H 2.542 2.227 2.004
H -0.291 3.180 -4.331
H 3.201 2.803 -2.738
H 0.837 -1.834 -5.263
H 0.197 1.886 0.056
H -1.215 4.537 -1.699
H 4.543 5.922 1.346
H 1.651 -3.206 -3.822
H -3.118 0.897 3.436
H -1.190 -4.155 0.842
H 1.844 1.357 -0.581
H 4.802 3.699 -1.342
H 2.895 -3.324 -2.556
H -3.201 -1.036 0.568
H -2.861 0.626 0.058
H -0.923 3.241 3.401
H 0.194 5.503 1.680
H 5.002 1.159 -4.946
H 3.633 -2.146 -0.890
H 2.459 -0.890 3.059
H 2.147 -0.811 1.317
H 2.806 0.591 -5.989
H 4.581 2.033 1.239
H 3.638 5.747 -0.997
H -1.107 3.180 1.631
H 5.856 1.893 0.019
H -1.804 4.521 2.563
H 0.653 5.034 3.337
H -0.113 -0.730 -4.257
H -1.310 0.905 5.160
H 3.456 -0.538 -0.175
H 2.587 4.435 4.143
H 1.657 -2.242 2.243
H 5.272 4.264 0.284
H 2.836 4.542 -2.739
H 1.642 2.983 0.199
H 5.019 -1.047 -0.827
H 1.494 -4.413 -2.530
H -3.934 0.323 1.432
H 0.070 5.068 -0.603
H 5.533 0.342 -2.641
H 4.197 1.471 -0.412
H -0.123 -4.039 -1.070
H -0.506 -3.140 2.126
H 0.097 5.563 -2.312
H -2.102 -2.752 1.434
H 2.863 5.836 1.964
H 0.943 -0.014 4.594
H 3.481 2.902 4.248
H 2.001 5.560 -0.335
H 0.594 -0.162 -5.784
```

Calculated values
Energy ... -3183.31445 Eh
Net charge ... 0
Orbital gap (alpha / beta) ... 7.243 / 8.369 eV
Multiplicity ... 5
ΔE to the lowest compared entry with this formula, charge and spin ... 126.4 kJ/mol

Results of the Löwdin charge analysis, in e, for atoms 1 through 5:
1. I 0.393
2. Cr 0.259
3. Si 0.491
4. O -0.264
5. O -0.247

***

Record 2
C33H57CrN3O4Si | ωB97M-V/def2-TZVPD

```
99
Properties=species:S:1:pos:R:3
Cr 0.059 -0.178 0.953
Si 2.101 2.061 -2.726
O 2.051 -1.884 1.241
O -0.233 -1.828 -0.456
O 0.401 -3.001 2.163
O -2.077 -2.142 -4.466
N -1.367 1.087 1.906
N 0.914 -1.920 1.810
N 1.419 1.051 2.135
C 2.144 2.642 -4.504
C 1.145 2.280 2.567
C 4.947 -0.873 3.381
C -3.036 0.569 3.650
C 3.745 -1.098 4.055
C 0.780 -2.176 -1.483
C -4.217 -2.804 -3.610
C -3.281 -1.642 -3.886
C 0.500 1.129 -2.457
C -2.462 3.298 2.125
C 2.049 3.012 3.537
C -5.198 -0.278 2.919
C 0.020 2.998 2.128
C -1.377 -1.238 -5.320
C 3.633 0.984 -2.430
C 4.069 2.013 1.095
C -1.204 -2.940 -0.281
C 2.599 -0.379 3.703
C -0.795 -1.971 -6.512
C -2.147 1.079 4.750
C -4.737 -0.343 1.600
C 1.597 -3.408 -1.212
C -2.967 0.152 -0.145
C 1.323 -0.572 4.475
C -3.444 0.057 1.273
C 5.020 0.111 2.399
C -1.390 -3.909 -1.436
C 3.896 0.859 2.039
C 2.646 0.489 2.589
C 2.135 3.518 -1.521
C -2.596 0.506 2.305
C -1.237 2.414 2.022
C -4.339 0.168 3.935
H -4.479 -3.329 -4.536
H 3.057 3.538 -0.935
H -3.026 -1.119 -2.946
H 0.543 0.485 -1.558
H -2.191 4.320 1.833
H -0.355 1.812 -2.341
H 5.820 -1.488 3.625
H -1.960 2.163 4.693
H -3.787 -0.932 -4.559
H -5.141 -2.432 -3.166
H 3.349 0.223 -1.695
H -1.405 -3.430 -2.429
H 3.159 2.612 1.001
H -2.137 -2.439 -0.045
H 1.803 -3.543 -0.145
H 2.067 2.525 4.527
H 1.295 3.495 -0.814
H 3.647 -1.842 4.854
H 0.861 0.392 4.747
H -0.561 -0.795 -4.725
H -0.243 -2.857 -6.200
H -3.268 2.949 1.465
H 2.563 -3.318 -1.720
H -6.219 -0.555 3.158
H 0.212 -2.255 -2.428
H 1.446 -1.317 -1.556
H -5.386 -0.691 0.798
H 1.553 -1.127 5.402
H -0.649 -4.724 -1.422
H 4.433 1.557 -2.085
H 0.601 -1.175 3.893
H 3.955 0.421 -3.324
H -2.091 -0.496 -0.344
H 1.645 4.024 3.671
H -2.672 1.183 -0.410
H 5.972 0.340 1.914
H -2.041 -0.436 -5.682
H -0.870 -3.489 0.599
H -2.630 0.892 5.720
H 2.083 4.450 -2.094
H -3.766 -0.158 -0.828
H 0.071 4.085 2.149
H 4.371 1.657 0.093
H -2.352 -4.394 -1.258
H -1.580 -2.268 -7.211
H -3.767 -3.518 -2.913
H 1.618 1.933 -5.158
H -4.682 0.224 4.966
H -1.169 0.579 4.765
H -2.855 3.353 3.154
H 4.878 2.669 1.454
H 0.285 0.471 -3.312
H 3.180 2.737 -4.850
H 1.112 -4.275 -1.659
H 3.080 3.112 3.168
H -0.120 -1.305 -7.048
H 1.651 3.618 -4.569
```

Calculated values
Energy ... -3090.47946 Eh
Net charge ... +1
Orbital gap (alpha / beta) ... 5.337 / 7.758 eV
Multiplicity ... 4
ΔE to the lowest compared entry with this formula, charge and spin ... 92.9 kJ/mol

Results of the Löwdin charge analysis, in e, for atoms 1 through 5:
1. Cr 1.049
2. Si 0.488
3. O -0.016
4. O -0.313
5. O 0.017

***

Please write out number 1 again, unchanged.
C33H57CrIN2O2Si | ωB97M-V/def2-TZVPD

```
97
Properties=species:S:1:pos:R:3
I -2.188 -0.399 -2.586
Cr -0.014 0.178 -1.272
Si 0.806 3.186 -2.124
O 1.405 3.894 1.767
O 3.233 3.957 -0.006
N -0.321 -0.991 0.291
N 1.241 -1.144 -2.018
C -1.096 -3.124 1.198
C -0.426 -2.317 0.127
C 1.096 2.168 -0.533
C 4.255 0.602 -4.377
C 3.593 -0.528 -2.339
C 4.808 2.166 0.174
C -0.173 2.420 -3.542
C -0.948 3.844 2.488
C 3.492 6.124 1.115
C 3.064 5.387 -0.124
C 0.331 4.646 2.355
C -0.596 -0.432 1.589
C 1.730 -1.143 2.278
C 0.148 0.012 3.844
C 3.935 -1.095 -0.993
C -1.883 0.047 1.909
C 4.549 0.165 -3.084
C -0.136 4.736 -1.628
C -1.111 0.522 4.158
C -3.017 -0.018 0.935
C 1.022 -2.456 -1.890
C 2.296 -0.673 -2.873
C 0.412 -0.494 2.574
C 3.022 0.304 -4.957
C 2.439 3.550 -2.990
C 2.038 -0.365 -4.226
C 2.059 2.962 2.659
C 3.062 3.640 3.556
C 0.088 -2.976 -0.991
C 0.776 -0.794 -4.905
C 1.815 -3.390 -2.752
C 4.594 3.587 -0.263
C -2.119 0.527 3.196
H -1.175 2.094 -3.229
H 0.348 1.559 -3.986
H 1.295 2.420 3.240
H 3.379 7.199 0.944
H 3.881 4.066 2.964
H 2.302 3.511 -4.080
H 2.542 2.227 2.004
H -0.291 3.180 -4.331
H 3.201 2.803 -2.738
H 0.837 -1.834 -5.263
H 0.197 1.886 0.056
H -1.215 4.537 -1.699
H 4.543 5.922 1.346
H 1.651 -3.206 -3.822
H -3.118 0.897 3.436
H -1.190 -4.155 0.842
H 1.844 1.357 -0.581
H 4.802 3.699 -1.342
H 2.895 -3.324 -2.556
H -3.201 -1.036 0.568
H -2.861 0.626 0.058
H -0.923 3.241 3.401
H 0.194 5.503 1.680
H 5.002 1.159 -4.946
H 3.633 -2.146 -0.890
H 2.459 -0.890 3.059
H 2.147 -0.811 1.317
H 2.806 0.591 -5.989
H 4.581 2.033 1.239
H 3.638 5.747 -0.997
H -1.107 3.180 1.631
H 5.856 1.893 0.019
H -1.804 4.521 2.563
H 0.653 5.034 3.337
H -0.113 -0.730 -4.257
H -1.310 0.905 5.160
H 3.456 -0.538 -0.175
H 2.587 4.435 4.143
H 1.657 -2.242 2.243
H 5.272 4.264 0.284
H 2.836 4.542 -2.739
H 1.642 2.983 0.199
H 5.019 -1.047 -0.827
H 1.494 -4.413 -2.530
H -3.934 0.323 1.432
H 0.070 5.068 -0.603
H 5.533 0.342 -2.641
H 4.197 1.471 -0.412
H -0.123 -4.039 -1.070
H -0.506 -3.140 2.126
H 0.097 5.563 -2.312
H -2.102 -2.752 1.434
H 2.863 5.836 1.964
H 0.943 -0.014 4.594
H 3.481 2.902 4.248
H 2.001 5.560 -0.335
H 0.594 -0.162 -5.784
```

Calculated values
Energy ... -3183.31445 Eh
Net charge ... 0
Orbital gap (alpha / beta) ... 7.243 / 8.369 eV
Multiplicity ... 5
ΔE to the lowest compared entry with this formula, charge and spin ... 126.4 kJ/mol

Results of the Löwdin charge analysis, in e, for atoms 1 through 5:
1. I 0.393
2. Cr 0.259
3. Si 0.491
4. O -0.264
5. O -0.247

***

> Among the records above, which one has the highest net charge?

C33H57CrN3O4Si

***

> Which value of multiplicity does entry 2 give?

4